Below is a molecular structure, C34H37Cl2HfN6S2, with properties calculated with wB97M-V/def2-TZVPD.

```
! RIJCOSX wB97M-V def2-TZVPD def2/J DEFGRID3
* xyz 1 1
Hf -0.312 -0.277 0.243
C -4.168 -0.894 -0.263
C -3.485 -1.736 -1.384
C -2.403 -1.038 -2.214
N -1.036 -1.047 -1.638
C -0.097 -1.850 -2.233
C -0.414 -2.980 -2.966
C 0.374 -3.830 -3.757
C 1.653 -3.658 -4.216
C 2.500 -2.595 -3.885
C 2.355 -1.652 -2.898
C 1.307 -1.431 -1.969
N 1.459 -0.695 -0.879
C 2.754 -0.180 -0.402
C 2.890 1.335 -0.634
C 1.552 2.075 -0.471
N 0.664 1.512 0.564
C 0.458 2.037 1.795
C 1.326 2.976 2.342
C 1.304 3.646 3.557
C 0.377 3.601 4.579
C -0.809 2.889 4.584
C -1.335 2.036 3.627
C -0.813 1.579 2.417
N -1.487 0.701 1.652
C -2.950 0.562 1.665
C -3.432 0.397 0.183
H -4.355 -1.539 0.597
H -5.150 -0.598 -0.630
H -4.264 -2.076 -2.070
H -3.043 -2.637 -0.963
H -2.672 0.005 -2.379
H -2.367 -1.493 -3.198
H -1.447 -3.295 -2.875
H -0.140 -4.719 -4.113
H 2.030 -4.390 -4.921
H 3.425 -2.532 -4.450
H 3.189 -0.968 -2.788
H 3.595 -0.721 -0.826
H 2.778 -0.354 0.659
H 3.261 1.548 -1.640
H 3.628 1.713 0.077
H 1.004 1.991 -1.404
H 1.718 3.138 -0.306
H 2.175 3.212 1.711
H 2.149 4.306 3.723
H 0.589 4.202 5.455
H -1.423 3.010 5.471
H -2.297 1.607 3.880
H -3.382 1.478 2.062
H -3.279 -0.273 2.290
H -2.547 0.555 -0.437
H -4.072 1.245 -0.044
Cl -1.831 -2.374 1.364
C -0.576 -3.400 0.700
C -0.907 -4.529 -0.030
C 0.117 -5.288 -0.562
C 1.438 -4.921 -0.351
C 1.744 -3.811 0.418
Cl 3.409 -3.446 0.707
C 0.745 -2.996 0.968
S 1.023 -1.596 2.005
H -1.946 -4.811 -0.158
H -0.113 -6.171 -1.149
H 2.247 -5.504 -0.775
C -5.637 5.876 -2.459
C -5.088 5.156 -1.269
C -5.748 4.967 -0.101
C -5.077 4.273 0.931
N -3.859 3.776 0.796
C -3.200 3.917 -0.390
S -1.714 3.225 -0.733
N -3.835 4.650 -1.372
C -5.769 4.043 2.241
H -6.668 6.169 -2.286
H -5.595 5.238 -3.344
H -5.049 6.773 -2.666
H -6.755 5.344 0.036
H -3.309 4.770 -2.224
H -6.265 4.953 2.585
H -5.059 3.702 2.990
H -6.545 3.282 2.111
*
```

Computed properties:
Strongest force on any atom = 1.93 eV Å⁻¹
HOMO-LUMO gap = 7.46 eV
Highest occupied orbital energy = -10.0 eV

Atomic partial charges in e from the Mulliken method, atoms 1 to 8: Hf -0.934; C -1.439; C 0.223; C -1.554; N -0.226; C 1.268; C -0.608; C -0.691

Below is a molecular structure, C34H37CoN5PS, with properties calculated with wB97M-V/def2-TZVPD.

```
! RIJCOSX wB97M-V def2-TZVPD def2/J DEFGRID3
* xyz 2 5
Co -0.289 -0.425 -0.609
C 4.045 -2.433 -0.979
C 3.818 -0.940 -0.774
C 3.974 -0.184 -2.091
P 2.153 -0.487 -0.035
C 2.163 -1.033 1.771
C 3.543 -1.047 2.414
C 1.452 -2.369 1.962
C 2.408 1.301 0.253
C 3.601 1.921 0.555
C 3.662 3.281 0.882
C 4.949 3.915 1.248
C 2.469 4.025 0.868
C 1.273 3.446 0.545
C 1.207 2.065 0.224
N 0.069 1.443 -0.080
C -1.152 2.098 -0.124
C -2.025 1.987 0.982
C -1.579 1.174 2.155
C -3.232 2.651 0.953
C -3.613 3.427 -0.145
C -4.919 4.131 -0.173
C -2.739 3.520 -1.234
C -1.523 2.866 -1.254
C -0.604 2.919 -2.431
H 5.111 -2.613 -1.110
H 3.548 -2.788 -1.878
H 3.714 -3.020 -0.125
H 4.565 -0.585 -0.057
H 3.218 -0.497 -2.810
H 4.953 -0.388 -2.520
H 3.885 0.892 -1.949
H 1.562 -0.257 2.269
H 4.184 -1.813 1.984
H 3.425 -1.262 3.474
H 4.023 -0.075 2.335
H 1.960 -3.176 1.440
H 0.422 -2.309 1.608
H 1.433 -2.619 3.022
H 4.526 1.367 0.546
H 5.740 3.181 1.361
H 4.853 4.481 2.174
H 5.245 4.631 0.480
H 2.496 5.071 1.128
H 0.361 4.026 0.538
H -0.757 1.677 2.667
H -1.209 0.191 1.819
H -2.387 1.026 2.863
H -3.889 2.577 1.805
H -5.608 3.739 0.570
H -5.374 4.076 -1.161
H -4.763 5.189 0.043
H -3.023 4.116 -2.090
H -1.120 3.314 -3.302
H -0.214 1.920 -2.657
H 0.247 3.567 -2.216
S -5.229 -6.024 0.239
N -5.432 -4.436 0.106
C -4.267 -3.869 -0.172
C -4.029 -2.482 -0.424
C -5.038 -1.515 -0.499
C -4.689 -0.238 -0.877
C -3.350 0.065 -1.112
N -2.370 -0.809 -0.957
C -2.698 -2.085 -0.658
C -1.622 -3.044 -0.685
N -0.381 -2.562 -0.897
C 0.611 -3.424 -1.046
C 0.450 -4.805 -0.956
C -0.800 -5.316 -0.680
C -1.869 -4.424 -0.545
C -3.211 -4.827 -0.257
N -3.648 -6.061 -0.045
H -6.060 -1.797 -0.303
H -5.436 0.527 -1.004
H -3.077 1.043 -1.473
H 1.582 -2.992 -1.238
H 1.302 -5.453 -1.083
H -0.983 -6.371 -0.569
*
```

Computed properties:
Strongest force on any atom = 2.45 eV Å⁻¹
HOMO-LUMO gap (spin up / spin down) = 7.65 / 6.13 eV
Expectation value of S² = 6.044
Highest occupied orbital energy (spin up / spin down) = -13.7 / -13.9 eV

Atomic partial charges in e from the Mulliken method, atoms 1 to 8: Co 0.010; C -1.832; C 0.542; C -1.613; P 1.431; C 0.670; C -1.614; C -1.285

What is the formula in the second record? C34H37CoN5PS

Number 2 is which compound? C34H37CoN5PS

Which formula does entry 2 have? C34H37CoN5PS

Copy entry 2 word for word.
Below is a molecular structure, C34H37CoN5PS, with properties calculated with wB97M-V/def2-TZVPD.

```
! RIJCOSX wB97M-V def2-TZVPD def2/J DEFGRID3
* xyz 2 5
Co -0.289 -0.425 -0.609
C 4.045 -2.433 -0.979
C 3.818 -0.940 -0.774
C 3.974 -0.184 -2.091
P 2.153 -0.487 -0.035
C 2.163 -1.033 1.771
C 3.543 -1.047 2.414
C 1.452 -2.369 1.962
C 2.408 1.301 0.253
C 3.601 1.921 0.555
C 3.662 3.281 0.882
C 4.949 3.915 1.248
C 2.469 4.025 0.868
C 1.273 3.446 0.545
C 1.207 2.065 0.224
N 0.069 1.443 -0.080
C -1.152 2.098 -0.124
C -2.025 1.987 0.982
C -1.579 1.174 2.155
C -3.232 2.651 0.953
C -3.613 3.427 -0.145
C -4.919 4.131 -0.173
C -2.739 3.520 -1.234
C -1.523 2.866 -1.254
C -0.604 2.919 -2.431
H 5.111 -2.613 -1.110
H 3.548 -2.788 -1.878
H 3.714 -3.020 -0.125
H 4.565 -0.585 -0.057
H 3.218 -0.497 -2.810
H 4.953 -0.388 -2.520
H 3.885 0.892 -1.949
H 1.562 -0.257 2.269
H 4.184 -1.813 1.984
H 3.425 -1.262 3.474
H 4.023 -0.075 2.335
H 1.960 -3.176 1.440
H 0.422 -2.309 1.608
H 1.433 -2.619 3.022
H 4.526 1.367 0.546
H 5.740 3.181 1.361
H 4.853 4.481 2.174
H 5.245 4.631 0.480
H 2.496 5.071 1.128
H 0.361 4.026 0.538
H -0.757 1.677 2.667
H -1.209 0.191 1.819
H -2.387 1.026 2.863
H -3.889 2.577 1.805
H -5.608 3.739 0.570
H -5.374 4.076 -1.161
H -4.763 5.189 0.043
H -3.023 4.116 -2.090
H -1.120 3.314 -3.302
H -0.214 1.920 -2.657
H 0.247 3.567 -2.216
S -5.229 -6.024 0.239
N -5.432 -4.436 0.106
C -4.267 -3.869 -0.172
C -4.029 -2.482 -0.424
C -5.038 -1.515 -0.499
C -4.689 -0.238 -0.877
C -3.350 0.065 -1.112
N -2.370 -0.809 -0.957
C -2.698 -2.085 -0.658
C -1.622 -3.044 -0.685
N -0.381 -2.562 -0.897
C 0.611 -3.424 -1.046
C 0.450 -4.805 -0.956
C -0.800 -5.316 -0.680
C -1.869 -4.424 -0.545
C -3.211 -4.827 -0.257
N -3.648 -6.061 -0.045
H -6.060 -1.797 -0.303
H -5.436 0.527 -1.004
H -3.077 1.043 -1.473
H 1.582 -2.992 -1.238
H 1.302 -5.453 -1.083
H -0.983 -6.371 -0.569
*
```

Computed properties:
Strongest force on any atom = 2.45 eV Å⁻¹
HOMO-LUMO gap (spin up / spin down) = 7.65 / 6.13 eV
Expectation value of S² = 6.044
Highest occupied orbital energy (spin up / spin down) = -13.7 / -13.9 eV

Atomic partial charges in e from the Mulliken method, atoms 1 to 8: Co 0.010; C -1.832; C 0.542; C -1.613; P 1.431; C 0.670; C -1.614; C -1.285